Density functional theory data (ωB97M-V/def2-TZVPD) for a 10-piece molecular cluster, C18H48O10 overall in a non-equilibrium geometry.

Last column: Löwdin charge in e.
Element x y z (Å)
C (2.338, -5.365, -0.871)  -0.002
C (1.358, -4.182, -1.187)  -0.413
O (1.336, -3.120, -0.590)  0.037
C (0.340, -4.400, -2.312)  -0.019
H (2.724, -5.684, -1.840)  0.075
H (1.899, -6.224, -0.365)  0.090
H (3.192, -4.978, -0.316)  0.054
H (-0.594, -4.907, -2.070)  0.079
H (0.752, -4.986, -3.134)  0.074
H (0.033, -3.444, -2.736)  0.078
C (-4.576, 4.995, 0.924)  -0.047
C (-3.440, 4.325, 0.273)  -0.417
O (-3.058, 4.722, -0.883)  0.001
C (-2.610, 3.293, 1.136)  -0.024
H (-5.136, 4.236, 1.471)  0.085
H (-5.353, 5.395, 0.272)  0.089
H (-4.130, 5.717, 1.608)  0.098
H (-2.640, 3.847, 2.075)  0.074
H (-1.690, 2.961, 0.654)  0.059
H (-3.026, 2.345, 1.478)  0.081
C (2.002, 3.253, -1.472)  -0.025
C (2.158, 3.567, -2.930)  -0.480
O (3.213, 3.258, -3.499)  0.040
C (1.075, 4.301, -3.630)  -0.021
H (2.654, 2.468, -1.089)  0.051
H (1.034, 2.950, -1.074)  0.078
H (2.391, 4.049, -0.837)  0.093
H (1.587, 5.026, -4.261)  0.086
H (0.698, 5.020, -2.903)  0.083
H (0.174, 3.833, -4.026)  0.085
C (-4.176, -2.410, 2.087)  -0.014
C (-3.776, -3.538, 1.109)  -0.465
O (-4.467, -4.462, 0.776)  0.078
C (-2.323, -3.492, 0.704)  -0.024
H (-4.959, -1.737, 1.740)  0.081
H (-3.306, -1.794, 2.315)  0.062
H (-4.568, -2.697, 3.063)  0.081
H (-1.981, -2.469, 0.863)  0.046
H (-2.164, -3.826, -0.321)  0.075
H (-1.603, -4.133, 1.213)  0.093
C (-0.649, 2.213, 3.719)  -0.167
O (-1.848, 2.390, 4.423)  -0.129
H (-0.576, 1.166, 3.425)  0.079
H (-0.728, 2.697, 2.746)  0.044
H (0.133, 2.741, 4.265)  0.094
H (-1.658, 2.368, 5.364)  0.074
C (-0.306, 0.000, 0.095)  -0.132
O (0.387, -0.720, 1.072)  -0.140
H (-0.837, 0.860, 0.506)  0.073
H (0.305, 0.293, -0.758)  0.062
H (-1.030, -0.764, -0.189)  0.071
H (0.617, -1.597, 0.758)  0.041
C (-1.839, 0.615, -3.063)  -0.182
O (-0.827, 1.500, -2.880)  -0.142
H (-2.602, 0.856, -2.323)  0.092
H (-2.110, 0.714, -4.114)  0.086
H (-1.350, -0.341, -2.878)  0.071
H (-0.128, 1.325, -3.515)  0.066
C (3.623, 1.051, 1.648)  -0.173
O (2.347, 1.172, 2.185)  -0.119
H (4.345, 1.604, 2.250)  0.086
H (3.899, -0.004, 1.646)  0.074
H (3.644, 1.336, 0.597)  0.049
H (1.691, 0.691, 1.675)  0.027
C (2.910, -3.765, 2.132)  -0.208
O (3.516, -3.656, 3.354)  -0.092
H (3.706, -4.050, 1.445)  0.073
H (2.110, -4.501, 2.057)  0.082
H (2.526, -2.781, 1.863)  0.070
H (2.823, -3.613, 4.018)  0.085
C (2.881, -0.322, -1.846)  -0.159
O (2.023, 0.206, -2.821)  -0.112
H (3.868, 0.131, -1.938)  0.090
H (2.493, -0.046, -0.866)  0.051
H (2.977, -1.405, -1.767)  0.069
H (2.281, -0.077, -3.701)  0.090

HOMO level: -9.4 eV
LUMO: 0.0093 Ha
SMILES: CC(C)=O.CC(C)=O.CC(C)=O.CC(C)=O.CO.CO.CO.CO.CO.CO
strongest force on any atom: 5.30 eV/A
multiplicity: 1